Computed, not measured: a structure of composition C35H29BaBrN5O10P, with ωB97M-V/def2-TZVPD.

E_HOMO (eV): -6.79
LUMO energy (eV): -1.07
Charge: 0
Kohn-Sham gap (eV): 5.7180
Max |F| (eV Å⁻¹): 0.21
Total energy (hartree): -5318.40826

Positions of all 82 atoms, in Å:
Ba  -0.354  0.007  0.318
O  -4.665  -1.779  -1.391
C  -3.484  -1.173  -1.342
O  -3.192  -0.305  -0.560
C  -2.546  -1.683  -2.403
C  -2.955  -2.578  -3.383
C  -2.043  -2.922  -4.368
C  -0.770  -2.374  -4.328
C  -0.454  -1.511  -3.288
N  -1.326  -1.167  -2.350
C  0.882  -0.808  -3.154
O  1.934  -1.400  -3.748
O  0.988  0.232  -2.577
H  -5.258  -1.405  -0.710
H  -3.959  -2.974  -3.374
H  -2.325  -3.594  -5.166
H  -0.056  -2.588  -5.112
H  1.723  -2.314  -3.975
Br  -7.455  -0.675  0.290
C  -6.849  -1.082  2.053
C  -7.074  -2.345  2.569
C  -6.607  -2.638  3.842
C  -5.894  -1.691  4.563
C  -5.724  -0.408  4.046
C  -6.200  -0.101  2.784
N  -5.475  -2.039  5.894
N  -4.319  -1.803  6.291
C  -3.328  -1.313  5.390
C  -2.674  -0.153  5.746
C  -1.855  0.532  4.854
C  -1.618  0.056  3.555
O  -0.955  0.704  2.679
C  -2.148  -1.269  3.255
N  -1.778  -1.828  2.073
C  -2.196  -3.035  1.777
C  -3.021  -3.793  2.623
C  -3.421  -3.244  3.808
C  -3.000  -1.942  4.161
H  -7.608  -3.087  1.992
H  -6.779  -3.614  4.279
H  -5.196  0.343  4.617
H  -6.054  0.887  2.369
H  -2.875  0.266  6.726
H  -1.402  1.474  5.133
H  -1.847  -3.454  0.836
H  -3.317  -4.793  2.338
H  -4.037  -3.810  4.494
O  3.617  2.082  1.373
C  2.554  1.771  0.851
O  2.087  0.604  0.653
C  1.662  2.946  0.388
C  2.217  4.251  0.443
C  1.470  5.311  0.038
C  0.149  5.098  -0.426
C  -0.696  6.144  -0.864
C  -1.964  5.878  -1.295
C  -2.444  4.550  -1.308
C  -1.646  3.523  -0.892
C  -0.328  3.773  -0.440
N  0.439  2.720  -0.033
H  3.226  4.345  0.815
H  1.867  6.319  0.065
H  -0.319  7.160  -0.848
H  -2.608  6.683  -1.626
H  -3.451  4.348  -1.649
H  -2.013  2.503  -0.902
C  4.221  -2.473  -0.661
O  3.098  -3.309  -0.327
P  1.612  -2.709  -0.529
O  0.821  -3.934  -1.234
C  0.854  -5.268  -0.703
O  0.996  -2.869  0.969
C  1.719  -2.340  2.103
H  4.941  -2.545  0.150
H  3.915  -1.431  -0.773
H  4.671  -2.828  -1.586
H  0.189  -5.869  -1.318
H  0.508  -5.271  0.330
H  1.866  -5.666  -0.753
H  0.979  -2.147  2.877
H  2.230  -1.407  1.848
H  2.437  -3.081  2.450

Results of the Löwdin charge analysis, in e, for atoms 1 through 8: Ba 1.91; O 0.11; C -0.47; O 0.03; C -0.17; C 0.03; C -0.01; C 0.02